A 10-piece molecular cluster, C30H60O30 overall in a non-equilibrium geometry. Source: the OMol25 dataset; level of theory: ωB97M-V/def2-TZVPD.

```
120
Properties=species:S:1:pos:R:3:forces:R:3
C 3.3685 -5.5220 2.5155 0.42 -0.08 1.44
O 3.6051 -5.2002 1.1909 0.12 0.29 -1.51
C 3.0241 -4.0955 0.7162 0.63 -1.54 0.79
O 2.3268 -3.3472 1.3060 -1.34 1.28 1.87
O 3.3396 -3.9668 -0.5259 0.99 -0.40 -1.94
C 2.9991 -2.7287 -1.0786 -0.46 1.28 -1.39
H 3.6158 -6.5685 2.6204 -0.27 -0.30 0.01
H 2.3554 -5.3011 2.8204 -0.27 -0.11 0.02
H 4.0702 -4.9813 3.1573 -0.14 0.17 0.05
H 2.9807 -2.8175 -2.1673 0.12 -0.36 0.15
H 3.7415 -1.9566 -0.8579 -0.09 -0.14 0.34
H 2.0062 -2.3915 -0.7809 0.16 -0.06 0.21
C -3.0235 1.9951 1.9948 0.18 0.11 -0.58
O -3.7522 0.9209 1.3728 1.12 -0.54 3.96
C -3.9615 1.0344 0.1340 -0.38 -1.51 -1.14
O -3.9194 2.0461 -0.4626 0.00 2.48 -2.40
O -4.2146 -0.1752 -0.3475 -0.34 -0.14 0.75
C -4.5733 -0.2225 -1.6930 0.62 0.17 -1.27
H -3.7150 2.4932 2.6588 0.18 0.16 0.35
H -2.6499 2.6809 1.2284 -0.34 -0.03 0.19
H -2.1435 1.5573 2.4514 -0.19 -0.11 0.47
H -3.6504 -0.3586 -2.2597 -0.15 -0.36 -0.20
H -4.9886 0.7077 -2.0718 -0.36 -0.02 0.27
H -5.2416 -1.0571 -1.7913 -0.26 -0.28 -0.34
C 2.3883 5.0083 -3.5384 0.74 0.79 -0.70
O 3.8251 5.3429 -3.6733 -1.78 -3.45 -1.99
C 4.2333 6.2948 -2.9194 5.83 -3.80 -5.49
O 3.6066 6.8604 -2.2097 -6.65 6.49 8.09
O 5.5254 6.5088 -3.1536 1.01 -0.60 -0.84
C 6.0695 7.5549 -2.3954 0.62 0.52 0.16
H 1.8573 5.7500 -4.1457 -0.08 -0.11 0.43
H 2.0508 5.0385 -2.5061 0.21 0.09 0.03
H 2.2146 4.0323 -3.9783 0.42 -0.09 0.01
H 7.0933 7.7099 -2.7269 0.00 -0.18 -0.14
H 6.0933 7.2870 -1.3441 -0.18 0.18 0.21
H 5.5191 8.4720 -2.5769 -0.14 0.15 0.28
C -1.1679 -1.9952 0.5348 0.16 -1.95 2.95
O -1.2172 -1.3254 -0.6180 -0.26 1.94 -2.98
C -0.8518 -0.0528 -0.5015 -0.21 0.01 0.43
O -0.5820 0.5236 0.5215 0.02 -0.04 0.15
O -0.8812 0.4617 -1.6954 0.32 0.92 -1.55
C -0.5446 1.8481 -1.8285 0.62 0.63 -0.45
H -1.8172 -1.5687 1.2939 0.00 0.14 0.22
H -0.1343 -1.9955 0.8644 0.11 -0.39 0.63
H -1.5212 -2.9966 0.3459 0.06 -0.37 -0.03
H 0.5233 2.0857 -1.6981 -0.23 -0.68 0.61
H -1.1517 2.4568 -1.1592 -0.05 -0.04 -0.14
H -0.6877 2.1143 -2.8760 -0.67 -0.18 0.17
C -2.0305 0.4167 -4.7893 -0.83 0.57 -1.06
O -2.3465 1.8500 -4.6318 0.49 -0.74 0.18
C -3.6559 2.0996 -4.5184 0.74 -0.63 0.81
O -4.5153 1.2824 -4.6482 -0.84 -0.61 -0.45
O -3.8483 3.3471 -4.1354 1.30 0.24 -0.18
C -5.1645 3.8054 -4.2512 -0.75 0.86 -0.51
H -0.9617 0.2930 -4.8988 0.17 0.44 0.20
H -2.5113 0.0882 -5.7211 0.14 -0.03 0.33
H -2.4070 -0.1856 -3.9716 -0.02 0.22 0.21
H -5.0863 4.8887 -4.2542 -0.08 0.08 0.19
H -5.7964 3.4815 -3.4344 -0.06 -0.22 0.12
H -5.5745 3.5118 -5.2161 -0.21 -0.18 0.12
C -4.3722 -2.1692 3.5904 0.07 -0.12 -0.63
O -4.0555 -3.2587 4.4602 -0.31 -0.07 0.34
C -2.9579 -3.9595 4.1875 -0.83 0.45 1.03
O -2.1991 -3.7282 3.3074 1.18 0.56 -1.81
O -2.7972 -4.9137 5.0813 -1.44 0.31 0.46
C -1.5573 -5.5422 5.0311 1.33 -0.62 -0.94
H -4.7782 -2.5447 2.6460 0.04 0.00 0.13
H -3.5141 -1.5421 3.3497 0.13 -0.15 0.20
H -5.1244 -1.5752 4.0902 -0.10 -0.03 0.19
H -1.2650 -5.7555 3.9969 -0.21 -0.14 0.04
H -1.6534 -6.4744 5.5608 0.09 -0.14 0.40
H -0.7868 -4.8842 5.4170 -0.04 -0.17 0.51
C 0.3945 -1.8951 8.9713 0.54 -1.20 0.88
O 0.5792 -1.4728 7.6464 0.63 2.23 2.39
C 0.3582 -2.3705 6.7700 -0.82 -1.33 -0.43
O -0.1311 -3.4400 7.0085 -0.31 -1.30 -0.62
O 0.7437 -1.8589 5.6616 0.73 0.25 -3.06
C 0.7205 -2.5931 4.4124 0.46 0.83 0.14
H 1.2060 -1.4678 9.5470 -0.31 0.56 0.29
H 0.5410 -2.9843 9.0476 -0.21 0.38 -0.11
H -0.6093 -1.6786 9.3095 -0.06 0.34 0.27
H 1.6677 -2.3541 3.9328 0.02 -0.16 0.01
H -0.0609 -2.1617 3.7972 -0.29 -0.32 0.00
H 0.6352 -3.6597 4.5489 -0.22 -0.14 0.13
C 1.4079 2.9424 1.1947 -0.39 0.25 0.25
O 2.7925 3.2452 1.0204 -0.41 0.70 1.14
C 3.4478 2.4121 0.2269 0.14 3.85 3.37
O 2.9813 1.6782 -0.5050 -3.69 -5.09 -4.75
O 4.7019 2.5736 0.3782 2.75 1.56 1.45
C 5.4685 1.5894 -0.2369 -0.05 -0.67 -1.22
H 0.9605 3.6660 1.8764 0.44 0.30 -0.13
H 1.2516 1.9784 1.6714 0.19 -0.27 -0.36
H 0.8938 3.0053 0.2464 -0.15 -0.22 -0.12
H 5.1691 0.6246 0.1645 0.46 -0.21 0.13
H 6.4944 1.8578 -0.0853 0.48 -0.15 0.21
H 5.2343 1.5628 -1.3058 0.25 0.00 0.05
C 2.8989 6.9322 -6.8900 -0.46 1.07 1.57
O 1.7417 6.0422 -7.0004 1.13 0.60 0.18
C 0.6522 6.3281 -6.2620 0.49 0.23 0.10
O 0.3863 7.3587 -5.7044 0.37 0.35 -0.07
O -0.0805 5.2381 -6.2221 -1.61 -0.67 0.60
C -1.3446 5.3316 -5.4286 0.73 -0.70 -1.42
H 2.9021 7.7223 -7.6447 -0.11 -0.53 -0.27
H 3.8453 6.3953 -6.8220 -0.44 -0.56 -0.68
H 2.9080 7.4941 -5.9230 -0.59 -0.49 -0.56
H -1.9807 4.5569 -5.8625 0.20 0.06 0.06
H -1.8158 6.2956 -5.6029 0.25 0.07 0.45
H -1.1418 5.0451 -4.3990 0.03 0.49 0.03
C 0.1196 -9.2939 3.2798 0.54 0.39 0.45
O -0.9683 -8.7627 2.5236 -0.53 -0.66 0.64
C -0.7063 -7.6639 1.8390 -1.67 -0.55 -0.06
O 0.3717 -7.2428 1.6402 2.57 1.34 -0.36
O -1.8475 -7.1412 1.3928 -0.04 -0.02 0.64
C -1.7692 -5.8364 0.8359 0.02 0.68 -0.73
H -0.2249 -10.2053 3.7510 -0.14 -0.19 -0.26
H 0.4222 -8.6157 4.0946 -0.28 0.04 -0.34
H 1.0105 -9.4516 2.6724 -0.20 -0.16 -0.16
H -2.7466 -5.3921 0.9886 -0.19 -0.13 -0.29
H -1.4955 -5.9049 -0.2186 -0.28 -0.04 -0.05
H -1.0679 -5.1216 1.2694 0.26 -0.65 0.57
```
Forces are in eV/Å.

Output
Lowest unoccupied orbital energy (hartree): 0.018
Largest force on an atom (Eh/bohr): 0.2395
E_tot (eV): -93505.5871
Charge: 0
HOMO energy (Ha): -0.38880
Molecular weight (g mol⁻¹): 900.78
HOMO-LUMO gap (eV): 11.06


A 3-piece molecular cluster, C30H61BFN3O7PS overall in a non-equilibrium geometry. Source: the OMol25 dataset; level of theory: ωB97M-V/def2-TZVPD.

```
105
Properties=species:S:1:pos:R:3:forces:R:3
C 3.0634 -4.0198 2.7211 -0.91 -1.29 0.26
N 3.0681 -2.5943 2.2599 -0.88 -0.49 1.68
C 1.7261 -2.0453 2.7080 -0.20 0.86 -0.14
B 4.1959 -1.7944 2.8482 0.93 0.46 0.65
O 4.6106 -1.9175 4.2518 -1.52 0.65 -1.68
C 5.0290 -0.6739 1.9792 -0.37 -1.75 0.45
O 6.4144 -0.7882 2.4738 -1.44 1.43 -2.06
P 7.3584 0.1102 1.3054 2.26 2.90 0.90
F 8.6716 0.0578 2.4907 -0.69 -0.61 -0.70
S 8.4271 -1.6177 0.4867 -0.15 -1.67 -1.17
C 6.9443 1.8101 2.0690 -0.71 1.52 0.31
C 6.9542 3.0249 0.9852 -0.17 -1.47 0.75
N 6.6284 4.2700 1.7542 -0.03 0.07 -0.60
O 6.1623 0.1526 0.0244 -1.09 -2.40 1.41
C 5.2007 -0.8923 0.3969 -1.29 -0.40 0.34
C 3.8906 -0.9277 -0.5406 0.99 1.59 -1.00
C 3.3429 0.5688 -0.9088 -1.27 -0.67 0.44
C 1.8174 0.6219 -0.4051 -0.86 0.47 0.30
C 0.9190 1.7384 -1.1221 0.17 0.28 -0.09
C -0.5938 1.8552 -0.5948 -0.49 -0.10 0.36
C -1.1058 0.6486 0.3280 -1.33 0.15 0.16
C -1.6009 -0.6571 -0.5075 0.40 0.74 0.45
C -3.1380 -0.5777 -0.9701 0.16 -1.02 -0.24
C -4.2058 -0.5144 0.2299 -0.51 0.69 -0.78
C -4.7590 1.0070 0.4778 1.12 -0.66 0.27
C -4.6097 1.3856 2.0517 -1.34 0.89 -0.43
C -3.6841 2.6861 2.3047 -0.87 -0.26 -0.18
N -2.5310 2.4417 3.2190 3.20 0.04 1.29
C -1.3410 3.2577 3.1246 2.53 -1.50 3.16
C -0.3005 2.8453 4.1918 -4.75 -2.06 -0.73
C -0.9856 1.6483 4.9757 -2.09 2.50 -3.95
C -2.3547 1.4655 4.2788 3.06 0.96 1.18
H 3.5246 -4.7635 1.9866 -0.44 1.27 0.81
H 1.9503 -4.3235 2.8327 1.85 0.21 -0.25
H 3.5423 -4.1999 3.7437 -0.50 0.44 -1.27
H 0.8731 -2.3773 1.9992 1.44 0.36 1.12
H 1.7528 -0.9001 2.6785 -0.10 -1.47 0.04
H 1.4699 -2.3720 3.7919 0.32 0.53 -1.61
H 3.8873 -1.6084 4.8415 0.61 -0.66 -0.51
H 4.4743 0.2981 2.3041 1.15 -0.85 -0.89
H 8.2703 0.8825 0.4732 -0.48 -0.46 0.01
H 7.7644 -1.9201 -0.7133 0.43 0.54 1.22
H 7.7432 2.0256 2.8775 -1.28 -0.29 -1.44
H 5.9317 1.8696 2.6017 1.12 -0.13 -0.65
H 8.0082 3.0598 0.5289 -1.60 0.24 0.63
H 6.1908 2.7922 0.1465 1.19 0.32 1.23
H 6.2584 5.0139 1.1474 0.18 -0.56 0.40
H 5.9435 4.0880 2.4997 0.42 -0.05 -0.72
H 5.5915 -1.9778 0.2715 0.01 1.84 0.34
H 3.0416 -1.5716 -0.1249 1.49 0.86 -0.37
H 4.2411 -1.3689 -1.5501 -0.54 0.41 1.64
H 3.9685 1.3922 -0.4129 -0.85 -1.29 -0.77
H 3.3113 0.7461 -2.0493 0.29 -0.31 1.75
H 1.2852 -0.3929 -0.5799 1.00 1.52 0.17
H 1.7269 0.8047 0.7358 0.49 -0.32 -1.71
H 0.8900 1.4951 -2.2378 0.16 0.39 1.37
H 1.4004 2.7859 -1.0015 -0.59 -1.75 -0.30
H -1.3272 1.9345 -1.4892 1.16 -0.13 1.33
H -0.7391 2.8303 0.0065 0.38 -1.45 -0.87
H -2.0611 1.0358 0.8619 1.57 -0.57 -0.69
H -0.3881 0.3727 1.1891 -0.96 0.47 -1.60
H -1.4088 -1.5585 0.1926 -0.43 1.17 -1.45
H -0.9460 -0.7208 -1.4546 -0.92 -0.24 1.47
H -3.3261 0.2537 -1.7449 0.48 -1.28 1.57
H -3.3587 -1.5634 -1.5404 0.45 1.56 0.79
H -5.1381 -1.1298 -0.0515 1.60 0.62 0.51
H -3.7203 -0.9405 1.1750 -0.82 0.60 -1.26
H -4.1108 1.6783 -0.1981 -1.00 -0.77 1.23
H -5.8391 1.1375 0.1080 1.59 -0.34 0.67
H -5.6776 1.6753 2.3967 1.74 -0.49 -0.32
H -4.3191 0.4756 2.6766 -0.12 1.38 -0.99
H -3.3047 3.0540 1.2756 -0.32 -0.59 1.85
H -4.3334 3.5209 2.7598 1.01 -1.20 -0.67
H -1.1200 4.1048 2.3839 -1.03 -1.66 1.09
H 0.7289 3.2637 4.4391 -1.78 -0.51 -0.73
H -0.5357 1.0644 5.8553 -1.04 0.96 -1.70
H -3.1197 0.6624 4.5723 1.18 1.69 -0.82
O -4.8858 0.2122 -3.1713 -0.53 1.02 -0.31
C -5.3340 1.2831 -3.5173 -0.05 -0.80 0.03
O -5.1969 2.3579 -2.7197 0.43 0.01 0.27
C -5.5435 3.6985 -3.0987 -0.24 0.07 -0.04
C -7.0240 3.9556 -2.8995 -0.16 -0.11 0.01
C -6.1216 1.4103 -4.7911 0.23 0.28 -0.58
H -5.2101 3.9153 -4.1167 -0.07 -0.11 0.02
H -4.9737 4.3587 -2.4405 0.08 -0.30 0.01
H -7.6361 3.3000 -3.5215 0.05 0.08 -0.06
H -7.2707 4.9914 -3.1434 0.03 -0.06 0.03
H -7.3073 3.7600 -1.8623 0.10 0.09 -0.05
H -7.1410 1.0613 -4.6164 0.09 0.01 -0.01
H -5.6504 0.7864 -5.5527 -0.14 -0.14 0.22
H -6.1489 2.4198 -5.1963 -0.16 0.02 0.11
O -0.2797 -5.1466 -1.2045 -0.68 0.26 -0.70
C -0.8487 -5.0486 -2.2677 0.49 -0.37 0.66
O -1.9888 -4.3383 -2.3585 -0.15 0.45 0.26
C -2.6554 -4.0235 -3.5904 -0.07 -0.18 -0.07
C -3.5383 -5.1714 -4.0390 0.00 -0.20 0.01
C -0.3454 -5.7857 -3.4773 0.35 0.27 -0.53
H -1.9387 -3.7173 -4.3568 0.03 -0.12 0.06
H -3.2795 -3.1501 -3.3862 0.20 -0.07 0.21
H -2.9590 -6.0759 -4.2330 0.02 0.08 -0.08
H -4.0800 -4.9067 -4.9501 0.02 0.01 0.06
H -4.2611 -5.4219 -3.2586 0.02 0.13 -0.06
H -0.6691 -6.8267 -3.4209 0.04 0.08 0.01
H 0.7452 -5.7447 -3.4780 -0.13 -0.17 0.21
H -0.6686 -5.3568 -4.4238 -0.16 -0.11 0.01
```
Forces are in eV/Å.

Output
Lowest unoccupied orbital energy (hartree): 0.052
Largest force on an atom (Eh/bohr): 0.1017
E_tot (eV): -74415.9410
Charge: -1
HOMO energy (Ha): -0.14062
Molecular weight (g mol⁻¹): 668.68
HOMO-LUMO gap (eV): 5.24